1.
DFT (ωB97M-V with the def2-TZVPD basis set) results for 3 unconnected molecules or ions with the total composition C22H51ClN2O7S.

XYZ file:
```
84
Properties=species:S:1:pos:R:3:mulliken_charge:R:1
N -5.58105 3.61585 1.51084 -0.43
Cl -4.97007 3.06913 -2.62742 -0.26
C -7.37767 4.32625 3.08402 -0.69
H -1.70432 -2.09895 1.12460 0.29
O 3.78043 -2.50813 -2.71109 -0.20
H -7.62553 2.19679 0.33373 0.32
H -3.95321 2.91548 -0.00761 0.34
C -2.07247 1.89615 0.38740 -0.76
H 2.02657 2.59487 -0.75869 0.06
H -1.70844 -0.03630 -0.50564 0.42
H -0.66750 1.23655 -1.08569 0.43
H -5.60905 4.57770 1.17868 0.26
C -3.40425 2.04390 -0.35429 -0.49
H 4.08631 -5.26066 -4.77162 0.34
H 6.51862 -1.92014 -4.14653 0.28
C -0.01284 0.45253 0.77823 -1.37
H -4.00523 1.14431 -0.23643 0.45
N 5.83365 -2.35474 -4.75761 -0.75
O 0.11754 -1.94048 0.14859 -0.40
C -1.13280 0.83362 -0.18125 -0.73
H 5.56440 -3.18639 -2.10549 0.33
H 1.38654 -2.79719 3.39542 0.31
H 3.05484 -0.37270 -1.40324 -0.18
O 3.56389 -4.15199 4.10040 -0.40
O 2.92290 0.34125 0.54242 -0.44
H -8.41174 4.12505 3.39326 0.43
C 2.48574 -2.90597 -3.12785 -0.54
H -0.55477 -3.41354 1.37822 0.31
O -7.24114 5.67220 2.67889 -0.37
H 0.67512 1.29814 0.85798 0.47
H 4.95085 1.84809 -1.26220 0.40
H -9.26224 5.76568 2.19758 0.30
C 2.19862 -0.84794 0.86776 0.23
C 2.26240 -2.52473 2.80528 -0.40
C 3.61228 0.23870 -0.69002 0.24
H 1.76397 -2.29337 -2.58658 0.03
H 5.03316 -1.72887 -4.73566 0.32
C 2.23676 -1.04153 2.37682 -1.37
H -2.33564 1.62609 1.41317 0.43
C -7.87685 3.10393 0.88294 -1.41
C 4.53583 -4.36549 -5.20582 -1.41
C 5.41798 -3.64146 -4.19431 0.40
H 4.56203 -0.27806 -0.51190 0.30
H -4.91236 3.63705 2.27723 0.26
C 0.80966 -0.70252 0.22498 0.67
H 1.01564 -0.44937 -0.81959 0.21
C 3.09760 2.76199 -0.65461 -0.90
H 3.16329 -0.57448 2.71485 0.55
H 1.41198 -0.52958 2.86806 0.28
H 3.10920 -5.32935 2.44795 0.26
H -6.74739 4.22598 3.97168 0.34
H 4.23592 -6.00603 3.62508 0.25
C 3.88559 1.62160 -1.30205 -0.76
S -3.15667 2.26786 -2.09703 1.12
H 4.39484 -4.46339 -2.45005 0.41
H -8.32364 7.26346 2.04176 0.26
C -8.29952 6.18511 1.89095 -0.63
H -7.82853 3.93161 0.17537 0.28
C -0.64501 -2.33288 1.26651 -0.84
H 4.78710 -4.73381 2.52739 0.29
H -8.90590 3.01324 1.23486 0.37
H 2.33632 -2.74374 -4.19776 0.24
H -0.38755 0.26203 1.78553 0.44
C -6.91019 3.29844 2.04640 0.14
H -6.83155 2.34172 2.57188 0.35
H 3.54153 -2.17411 4.49454 0.32
H 2.24268 -3.17196 1.92465 0.31
O -3.05357 1.01457 -2.77325 -0.53
H -1.57855 2.86780 0.42257 0.26
H 3.33350 3.69438 -1.16895 0.42
H 3.35412 2.87084 0.39551 0.25
H 6.32164 -4.24334 -4.05655 0.41
H 3.73487 -3.72427 -5.57354 0.29
C 3.50991 -2.83077 3.62279 -0.75
O -2.17875 3.28724 -2.31394 -0.55
H 3.62030 1.59236 -2.36047 0.32
H 4.39745 -2.59477 3.01956 0.42
H -8.14489 5.99260 0.82664 0.23
H 5.12857 -4.66723 -6.06857 0.35
C 4.78364 -3.49912 -2.80459 -0.81
H -0.31719 -1.87631 2.20012 0.31
H 2.68580 -1.69018 0.36535 0.44
H 2.29788 -3.95694 -2.89031 0.37
C 3.93865 -5.08938 3.11971 -0.67
```

Maximum force = 0.57 eV Å⁻¹
Spin multiplicity = 1
LUMO = 0.51 eV
E_tot = -2363.31018 hartree
Frontier orbital gap = 9.675 eV
SMILES string = CCCO[C@@H](CCCOC)[C@H](CCCCS(=O)(=O)Cl)OC.COC[C@@H](C)N.COC[C@@H](C)N
Highest occupied orbital energy = -9.17 eV

***

2.
DFT (ωB97M-V with the def2-TZVPD basis set) results for a molecular structure, C22H52AlClN3OP.

XYZ file:
```
81
Properties=species:S:1:pos:R:3:mulliken_charge:R:1
H 1.38475 5.89711 5.73982 0.29
H -1.65181 1.22529 -4.14210 0.27
H 2.76035 -2.96927 -0.13447 0.54
H 3.44660 -3.21632 -3.76150 0.28
H 1.95690 0.54378 0.81271 0.62
C -3.61231 0.84739 -3.32536 -1.26
H -0.77595 -0.84096 0.70666 0.29
C -2.54412 0.64897 -4.39472 -0.40
H -0.41267 0.73150 -2.66976 0.03
C -0.25992 0.04577 -1.83185 -0.64
C 0.97975 0.53997 -1.07170 -0.93
Cl 1.55677 2.88756 1.87644 -0.34
H -1.26123 2.82289 6.53960 0.26
P -0.29112 -1.56513 -2.62481 1.25
C -1.88050 -1.72446 -3.48223 -1.43
N -0.41129 3.18716 6.11897 -0.64
H 2.50578 3.04340 4.03273 0.57
H 0.55584 -2.70433 0.39657 0.05
H 0.27219 -0.71694 2.11629 0.66
H -1.90547 -2.76170 -3.82985 0.52
C 1.35397 4.86326 3.80413 -0.16
H 0.19280 0.02869 5.49896 0.18
H 3.64393 -4.90953 -1.47141 0.38
C 0.95013 -2.69523 -4.93820 -1.09
C 2.13974 -3.44937 -0.89149 0.36
H 2.30496 -2.88394 -1.81107 -0.24
C 0.66889 -3.37330 -0.45306 -0.94
H -1.22743 2.47098 2.29234 0.24
H -3.54550 4.92671 5.15636 0.31
H 1.71987 5.39158 2.91391 0.42
H -1.36453 -0.84963 -5.39493 0.25
H -2.90202 1.07745 -5.33292 0.44
H -3.32586 0.42213 -2.36222 0.25
H -1.94123 1.15304 3.21880 0.40
H -2.83816 4.26993 6.44966 0.33
H 1.86910 0.44743 -1.70272 0.34
H -1.16025 0.12574 -1.21824 0.60
C 0.01172 -0.23645 1.17302 -0.60
H 1.23842 -4.79995 -5.19079 0.44
H 2.90926 6.02779 4.83343 0.32
H -4.55718 0.38968 -3.62406 0.36
H 3.46896 -4.94698 -4.06770 0.37
H -0.56485 -3.84717 -2.17311 0.71
N -3.59073 4.12535 5.77740 -0.65
C 1.53244 3.34491 3.63199 -0.46
C -2.73911 3.13279 3.62994 -0.70
H 1.69229 0.52647 5.09374 0.17
H -0.40797 0.73722 1.42347 -0.47
C 0.99333 -1.56975 -3.89379 -1.12
H 1.14637 -4.32219 -3.51419 -0.24
H 0.28471 5.08966 3.90804 0.00
C 3.07354 -3.99779 -4.42649 -1.41
H 1.74383 -1.05611 0.17183 -0.36
O -3.46917 1.85627 5.52469 -0.53
H 0.30388 2.97832 6.81314 0.17
H -3.59686 2.97041 2.95096 0.39
H 0.84723 -0.60711 -4.39644 0.69
C 1.54929 -4.02658 -4.48580 0.15
H 1.98791 -5.44698 -1.76047 0.34
C -1.57092 2.18224 3.29796 -0.55
H -0.07766 -2.84167 -5.27816 0.35
C -3.28620 2.95163 5.02961 0.21
H 3.49033 -3.81590 -5.41815 0.42
H 0.36621 -4.35545 -0.08295 0.62
H -3.79554 1.90806 -3.16021 0.37
H -1.33040 -2.83073 -0.99641 0.61
C -0.37710 -2.99374 -1.51324 -0.99
Al 0.02859 2.28029 4.52715 -0.19
H 2.63130 -5.40779 -0.12022 0.47
H -3.04136 -1.27177 -5.19133 0.49
C 2.07410 5.36253 5.07681 -1.19
C 1.24456 -0.09253 0.28856 -0.08
H 0.82466 1.61181 -0.92858 0.49
H 2.46957 4.52253 5.65949 0.29
H 1.97759 -1.49764 -3.42792 0.60
H 1.50694 -2.34735 -5.81105 0.52
H -2.65992 -1.65937 -2.71948 0.74
N 0.71891 0.55434 4.80896 -0.54
H -2.43903 4.17944 3.48836 0.36
C -2.19114 -0.81383 -4.68044 -0.81
C 2.62827 -4.88458 -1.07688 -1.79
```

Maximum force = 0.93 eV Å⁻¹
Spin multiplicity = 1
LUMO = -0.38 eV
E_tot = -2152.95953 hartree
Frontier orbital gap = 6.088 eV
Highest occupied orbital energy = -6.47 eV

***

3.
DFT (ωB97M-V with the def2-TZVPD basis set) results for 4 unconnected molecules or ions with the total composition C22H52BrCl2FN2O12P3 at a distorted geometry.

XYZ file:
```
95
Properties=species:S:1:pos:R:3:mulliken_charge:R:1
H 4.65995 0.21522 4.39774 0.32
H -0.86288 -1.17210 -6.10292 0.42
C -3.72440 -2.55064 -0.17754 1.66
H -3.49008 -0.94897 -2.91218 0.82
H -6.46192 -4.22341 -1.00306 0.31
O 7.68861 3.21173 4.24946 -0.35
C -6.10803 0.38841 -0.76901 0.04
C -5.73412 -5.25717 0.58266 -0.90
H -2.37639 -1.72666 -5.33332 0.17
C 1.18171 -1.33936 0.18300 -0.09
F -1.30568 -0.75160 0.37543 -0.34
H -1.03350 -0.54519 -2.17174 0.60
O -3.45238 -1.05534 -9.64344 -0.29
H -3.35195 -4.17744 -7.49115 0.25
H 2.80883 -2.71604 -0.47674 0.37
C -2.18797 -2.92146 -0.15458 -2.57
C -1.27364 -1.75584 -0.54001 1.46
H -7.00664 0.52475 -1.38176 0.51
Cl -5.05756 1.82114 -1.05568 -0.20
C 2.66432 -1.66858 -0.18890 -1.39
H 2.28698 4.11331 4.01332 0.32
O 9.52112 4.65822 3.53296 -0.63
H -1.91635 -3.17992 0.87530 0.59
C -4.48471 -3.72123 -0.87686 -1.43
H -6.20348 1.13008 1.25694 0.35
P 9.12496 3.88601 4.75056 0.95
C 4.42927 1.16191 4.88899 -0.73
H 9.54229 6.47787 5.56487 0.34
H 8.12547 6.67698 6.61064 0.26
O -1.33254 -0.96214 -8.51820 -0.64
O 0.81199 0.70775 2.83718 -0.42
C -4.01816 -1.13799 -0.78967 0.22
O 3.72958 2.03222 3.97091 0.01
H -4.69485 -3.37596 -1.90667 0.38
H 6.23288 4.63430 4.62731 0.23
H -3.87126 -0.42140 0.02878 0.51
H -5.45840 -0.62308 -9.21616 0.33
O 1.38946 2.28875 4.49936 -0.33
C -4.68001 -0.35072 -9.93415 -0.74
O 10.60068 3.99661 5.57514 -0.29
C -1.81804 -0.86070 -5.67703 -0.51
H -2.45978 -3.42379 -8.82454 0.35
O 8.34872 4.78932 5.86600 -0.29
H -4.86433 -5.90747 0.42036 0.29
C -0.22042 1.56131 2.37012 -0.27
H 5.90893 3.51027 3.30049 0.17
H 1.03964 -0.29909 -0.13714 0.26
Cl -1.56588 -2.50596 -3.12187 0.08
N -1.68833 -1.28790 -1.89434 0.06
C 1.79980 3.60886 4.84794 -0.64
H 0.15729 2.30564 1.67046 0.34
H -0.72337 2.05186 3.20342 0.32
O 2.42116 2.18510 2.10715 -0.64
H -1.95176 -3.81251 -0.74558 0.43
H -5.00482 -0.63324 -10.93225 0.24
C 6.68272 4.10597 3.78594 -0.54
H -4.51515 0.72671 -9.90865 0.34
C 0.19612 -2.30753 -0.52356 -1.25
H -7.70036 0.34204 0.75631 0.33
H -3.86828 -4.62754 -0.99582 0.47
P -2.76332 -0.78436 -8.12485 1.01
H 1.09310 -1.40092 1.27059 0.28
H -4.24443 -3.47569 -8.84544 0.25
C 8.93392 6.00085 6.33349 -0.65
O -2.58875 -0.12664 -6.60208 -0.45
H -6.16987 -1.72727 -0.99868 0.36
H 10.18760 2.76004 7.21365 0.33
H -5.73747 -4.92544 1.63109 0.24
H -6.31086 -0.65643 1.17609 0.16
C -5.47569 -0.93306 -1.29234 -1.12
H 0.60515 -2.46280 -1.53088 0.40
H 2.94025 -1.04091 -1.04811 0.37
H 0.23154 -3.24846 0.03430 0.38
H -0.94320 0.93464 1.85166 -0.16
C -6.60757 0.28021 0.69592 -1.06
H 3.32302 -1.36976 0.63241 0.33
H -2.96670 0.40692 -1.86076 0.13
C -3.36205 -3.36319 -8.21588 -0.68
Br -4.23157 -2.41391 1.74029 -0.06
H -6.68454 -5.78976 0.45537 0.36
H 11.90083 3.10404 6.90007 0.24
O -3.42984 -2.13511 -7.49364 -0.28
H 9.53826 5.80661 7.22005 0.23
H 11.03224 1.97040 5.85139 0.33
C 10.94275 2.88912 6.43293 -0.74
H 5.35966 1.64218 5.18584 0.14
P 2.23731 1.42458 3.40381 0.92
H 7.06853 4.82160 3.06199 0.40
H 3.81664 0.98089 5.77732 0.36
H -5.49089 -0.83709 -2.38970 0.42
C -3.07406 -0.68047 -1.93790 -1.52
H 2.46934 3.57855 5.70754 0.24
H 0.90856 4.17054 5.12684 0.27
H -1.62179 -0.20423 -4.82448 0.25
N -5.77113 -4.06006 -0.28214 -0.29
```

Maximum force = 9.44 eV Å⁻¹
Spin multiplicity = 1
LUMO = -4.43 eV
E_tot = -6499.72614 hartree
Frontier orbital gap = 6.726 eV
Charge = +1
Highest occupied orbital energy = -11.16 eV

***

Q: Which value of maximum force does entry 2 give?
A: 0.93 eV Å⁻¹

***

Q: What is the formula in the second record?
A: C22H52AlClN3OP